Here is C15H28ClF6GaO6P as an isolated structure in a non-equilibrium geometry from the OMol25 dataset. Energies are from ωB97M-V with the def2-TZVPD basis set.

```
58
Properties=species:S:1:pos:R:3:forces:R:3:lowdin_charge:R:1
C -5.72286 0.17176 2.47989 0.26 0.09 0.02 -0.07
C -4.77919 1.38673 2.18402 -0.69 -0.27 1.09 -0.28
O -5.29354 2.29759 1.24802 0.46 -0.22 -0.39 -0.18
C -5.18206 1.78457 -0.11160 -0.77 0.24 1.09 -0.21
C -6.60740 1.45227 -0.61346 0.24 0.21 -1.32 -0.17
C -6.72949 0.23344 -1.57715 -0.40 -0.36 1.00 -0.21
C -5.88242 -1.01733 -1.19449 0.18 -0.49 -1.44 -0.29
C -4.87318 -1.33968 -2.35310 0.40 0.30 0.24 -0.36
Ga -3.18242 -0.17679 -2.33107 -0.21 0.39 0.70 0.14
P -1.79859 -0.73259 -4.19300 -0.05 -1.18 -0.86 0.30
O -0.57952 -1.81370 -3.65323 -0.63 1.25 -0.26 -0.51
Cl -0.79851 1.06479 -4.75250 0.24 -0.10 0.36 -0.04
H -6.53390 0.08850 1.75085 0.29 0.02 0.01 0.05
H -6.19900 0.28273 3.46463 0.15 -0.04 -0.23 0.06
H -5.15530 -0.76894 2.47545 -0.21 0.18 0.01 0.07
H -3.77046 1.02538 1.93432 -0.20 0.17 -0.23 0.11
H -4.70563 1.94350 3.13015 0.20 0.00 -0.29 0.11
H -4.50288 0.92779 -0.06021 -0.19 0.11 -0.42 0.05
H -4.71407 2.58135 -0.69415 -0.08 -0.30 -0.07 0.10
H -7.33286 1.35599 0.20233 0.52 -0.09 0.11 0.10
H -6.94908 2.33384 -1.18398 -0.04 -0.21 0.25 0.10
H -7.78810 -0.08075 -1.53537 0.25 0.23 -0.14 0.10
H -6.54937 0.51022 -2.62142 0.25 0.06 0.27 0.09
H -6.53740 -1.90402 -1.13278 -0.05 0.38 0.26 0.09
H -5.37995 -0.93184 -0.22364 -0.09 0.11 -0.19 0.07
H -5.37868 -1.14965 -3.31469 0.05 -0.28 0.26 0.03
H -4.55790 -2.39505 -2.33374 -0.20 0.21 0.02 0.03
H -3.56581 1.38491 -2.40517 0.10 -0.13 -0.27 -0.09
H -2.36737 -0.41073 -0.94522 0.10 -0.12 -0.06 -0.11
H -0.33383 -1.50185 -2.78083 0.14 -0.17 0.50 -0.03
C 2.74853 -0.52072 -3.53174 0.35 0.02 -0.11 -0.06
C 2.81384 -0.88003 -2.06329 -0.76 0.30 -0.36 -0.19
O 4.01823 -1.61524 -1.76217 0.40 -0.22 0.27 0.04
C 5.10664 -0.88648 -1.57114 -1.17 -0.11 -0.22 -0.41
O 5.16637 0.30191 -1.62600 0.55 0.51 0.12 0.17
C 6.28106 -1.79284 -1.22066 0.67 -0.53 0.01 -0.57
F 6.34178 -2.86528 -2.00652 -0.19 -0.22 -0.30 0.17
F 6.19220 -2.22928 0.03847 -0.26 -0.08 0.27 0.16
F 7.44538 -1.16266 -1.33679 0.16 0.44 -0.06 0.16
H 2.84989 -1.41463 -4.14832 -0.17 -0.03 0.05 0.09
H 1.80048 -0.03766 -3.76611 -0.03 -0.06 0.02 0.04
H 3.55937 0.15579 -3.80671 -0.05 0.07 0.09 0.08
H 1.98664 -1.53863 -1.80410 0.22 -0.19 0.07 0.12
H 2.73764 0.00325 -1.42913 0.24 -0.03 0.01 0.13
C 6.58019 0.29316 1.65889 -0.32 0.03 0.20 -0.06
C 7.22172 0.84086 2.91668 0.43 -0.06 -0.64 -0.19
O 6.22678 1.23180 3.87784 -0.15 0.16 0.34 0.04
C 5.73506 0.25095 4.62640 0.64 0.35 -0.71 -0.40
O 6.05208 -0.89372 4.55759 -0.14 -0.60 0.31 0.18
C 4.73277 0.81440 5.62731 -0.68 0.21 0.41 -0.57
F 3.90489 1.68930 5.06266 -0.09 0.22 -0.33 0.18
F 5.36019 1.44481 6.62332 0.43 0.13 0.17 0.17
F 3.99154 -0.14096 6.16742 -0.01 -0.45 0.02 0.18
H 5.87201 1.01389 1.24692 0.12 0.06 -0.05 0.09
H 7.33784 0.07491 0.90840 0.03 0.05 0.03 0.08
H 6.02654 -0.62020 1.86847 0.11 -0.04 0.05 0.07
H 7.78678 1.74233 2.68432 -0.17 0.12 0.17 0.12
H 7.91654 0.12558 3.35752 -0.19 -0.05 0.13 0.13
```
Forces are in eV/Å.

Output
LUMO level: 2.1 eV
charge: -1
gap between HOMO and LUMO: 0.23376 Ha

---

Here is a 2-piece molecular cluster, C15H28F3NO7P overall in a non-equilibrium geometry from the OMol25 dataset. Energies are from ωB97M-V with the def2-TZVPD basis set.

```
55
Properties=species:S:1:pos:R:3:forces:R:3:lowdin_charge:R:1
O -4.66350 -2.93056 2.61998 -0.27 0.54 -0.16 0.14
C -5.34123 -1.96255 2.78216 0.38 -0.71 0.08 -0.34
O -6.33653 -1.55340 1.94005 0.45 0.59 0.48 -0.04
C -5.88627 -0.85256 0.76825 -0.46 -0.35 -0.92 -0.16
C -6.76176 0.37718 0.51407 0.09 -0.13 0.53 -0.10
C -6.28899 1.71386 1.10897 0.20 0.47 -0.70 -0.24
C -5.30333 2.51999 0.20135 -0.02 -1.79 -0.75 -0.04
C -3.96985 2.13284 0.72994 -0.45 0.79 -0.17 0.06
N -4.05306 1.58764 1.88150 0.42 -0.40 -0.42 0.01
C -2.92658 1.01685 2.64515 -0.29 0.11 0.62 -0.08
O -1.70822 1.44756 2.13236 -0.19 -0.23 -0.11 0.09
C -1.03757 0.52246 1.36857 0.57 0.20 -0.07 -0.71
F 0.12278 1.04412 1.05458 -0.08 0.16 0.06 0.22
F -0.85378 -0.61513 2.01645 -0.14 -0.16 0.08 0.21
F -1.71012 0.25546 0.23758 -0.23 -0.11 -0.03 0.17
C -5.44573 1.58903 2.37517 -1.05 1.39 0.79 -0.05
H -5.21209 -1.32149 3.67406 -0.28 -0.02 -0.04 0.14
H -4.81383 -0.63852 0.79498 0.00 -0.04 0.22 0.12
H -6.03065 -1.52985 -0.07451 0.13 -0.07 0.04 0.14
H -7.72606 0.15788 0.97595 -0.03 -0.12 -0.13 0.13
H -6.94308 0.45432 -0.55893 0.04 0.23 0.02 0.13
H -7.16411 2.35225 1.21173 0.00 -0.11 0.60 0.15
H -5.48754 3.58309 0.05587 0.18 0.09 0.34 0.15
H -5.34040 2.06216 -0.79700 -0.01 0.39 -0.15 0.14
H -3.05182 2.28380 0.17938 0.22 -0.12 0.34 0.17
H -3.04231 -0.06899 2.67049 0.08 -0.01 -0.17 0.15
H -3.01648 1.38321 3.66780 0.00 0.09 -0.03 0.17
H -5.55982 2.54001 2.91047 0.19 -0.08 0.14 0.16
H -5.72833 0.84520 3.11460 0.44 -0.56 -0.39 0.13
O 7.08978 -0.06937 -1.01258 -0.56 1.07 1.77 -0.20
P 5.69246 -0.23255 -1.41062 0.28 -1.74 -3.84 0.43
O 5.21275 -1.75719 -1.28867 -0.22 0.30 0.45 -0.18
C 5.52749 -2.48734 -0.09241 0.12 -0.23 0.29 -0.26
C 4.56722 -2.18574 1.04194 -0.13 0.10 -0.11 -0.08
O 5.64370 -0.08722 -3.01805 -0.31 0.02 0.29 -0.21
C 6.71201 0.53194 -3.74473 0.24 0.04 -0.24 -0.27
C 7.54763 -0.51328 -4.44916 -0.10 -0.19 0.00 -0.07
O 4.39313 0.60226 -1.07587 0.67 0.42 1.29 -0.18
C 3.16503 0.38936 -1.79279 -0.51 0.15 -0.06 -0.25
C 2.13450 -0.27500 -0.90574 0.16 -0.28 0.06 -0.07
H 6.55390 -2.27413 0.21041 0.01 0.10 -0.10 0.11
H 5.47726 -3.54226 -0.35776 -0.03 0.04 -0.12 0.12
H 4.54107 -1.11675 1.26345 0.08 -0.01 0.06 0.07
H 4.87020 -2.71987 1.94258 0.03 0.00 -0.01 0.08
H 3.55250 -2.49236 0.78615 0.01 -0.05 0.01 0.07
H 7.32767 1.14187 -3.08518 -0.03 -0.08 0.12 0.11
H 6.24790 1.19819 -4.47398 -0.08 -0.02 0.04 0.12
H 7.93221 -1.24376 -3.73743 0.07 0.09 0.06 0.08
H 8.38754 -0.05109 -4.96873 -0.01 0.02 0.01 0.08
H 6.94265 -1.05416 -5.17823 0.01 0.03 -0.02 0.08
H 3.32029 -0.18609 -2.70144 0.24 -0.04 0.03 0.12
H 2.81939 1.37889 -2.09271 0.12 0.06 0.04 0.12
H 2.36346 -1.33201 -0.77549 0.02 0.00 -0.01 0.07
H 1.14591 -0.20327 -1.36340 0.02 0.06 -0.02 0.08
H 2.11260 0.18508 0.07938 0.02 0.09 -0.04 0.07
```
Forces are in eV/Å.

Output
LUMO level: -4.5 eV
charge: +1
gap between HOMO and LUMO: 0.26555 Ha

---

Here is C15H28F6N3O2SbW as an isolated structure from the OMol25 dataset. Energies are from ωB97M-V with the def2-TZVPD basis set.

```
56
Properties=species:S:1:pos:R:3:forces:R:3:lowdin_charge:R:1
W 0.42937 0.18933 -0.01402 -0.50 0.05 -0.34 1.89
C -1.91911 2.42889 1.63748 -0.06 0.07 0.00 0.01
C -1.72849 1.50300 0.47914 0.17 0.05 0.16 -0.34
C -1.16757 1.91668 -0.74940 -0.08 0.24 0.01 -0.11
C -1.53736 1.25756 -1.97501 0.11 -0.13 -0.02 -0.22
C -1.14414 1.82456 -3.29041 0.00 0.06 -0.03 0.02
C -2.26790 0.07371 -1.90449 0.05 0.10 -0.08 0.04
C -2.46532 -0.54745 -0.68300 -0.01 0.02 0.46 -0.20
C -3.06686 -1.90637 -0.60788 0.05 0.02 -0.03 0.02
C -2.12454 0.16875 0.53024 -0.18 -0.31 -0.22 -0.06
H -1.80110 1.93781 2.60342 0.01 0.00 0.01 0.10
H -2.95957 2.76932 1.58928 0.01 -0.02 0.02 0.14
H -1.31725 3.33766 1.57706 0.04 -0.03 -0.01 0.11
H -0.78525 2.92970 -0.83196 0.00 0.01 0.02 0.15
H -0.66912 1.07145 -3.92637 0.00 0.00 0.02 0.11
H -0.52264 2.71462 -3.20579 0.02 0.00 -0.01 0.10
H -2.05587 2.12590 -3.82082 0.00 -0.02 0.00 0.14
H -2.60357 -0.41199 -2.81424 0.03 0.02 -0.02 0.17
H -2.43090 -2.63235 -1.12600 -0.01 -0.04 -0.02 0.11
H -4.01417 -1.90941 -1.15581 0.00 0.00 0.00 0.13
H -3.26165 -2.23557 0.40989 0.00 0.01 0.00 0.10
H -2.46704 -0.25570 1.46622 0.01 0.02 0.00 0.14
N 0.10417 -1.82302 0.84989 -0.01 0.02 -0.06 -0.04
C -0.48660 -2.18460 2.19547 0.02 0.03 0.01 -0.16
C -0.29409 -1.10461 3.23784 -0.04 0.03 0.00 -0.17
C 1.13824 -0.56351 3.37764 0.02 -0.01 0.06 -0.16
C 1.19271 0.94006 3.21762 0.01 -0.06 -0.02 -0.14
N 0.95850 1.43630 1.77316 0.03 0.10 0.05 -0.05
H -0.38816 -2.36816 0.13600 0.01 0.00 0.02 0.09
H 1.05059 -2.20920 0.80146 -0.01 0.01 0.01 0.10
H -0.01611 -3.11869 2.50221 0.01 0.00 0.00 0.15
H -1.54495 -2.39243 2.04837 0.00 -0.01 -0.01 0.12
H -0.64199 -1.51631 4.18599 0.02 0.01 0.01 0.14
H -0.97240 -0.26880 3.03208 -0.01 -0.03 -0.03 0.08
H 1.84376 -1.04838 2.69822 0.00 0.01 -0.01 0.11
H 1.52400 -0.77672 4.37546 -0.01 -0.01 0.00 0.14
H 2.15389 1.34278 3.53114 0.01 -0.02 -0.02 0.14
H 0.42644 1.40982 3.83312 0.00 0.01 -0.01 0.13
H 1.86294 1.82002 1.50057 -0.01 0.02 -0.02 0.11
H 0.36909 2.26260 1.85747 -0.02 -0.03 -0.01 0.08
N 1.67762 1.54033 -1.38858 0.01 -0.04 0.00 -0.01
C 3.13931 1.30995 -1.28416 0.08 0.05 0.03 -0.07
C 3.41816 0.05148 -0.51353 -0.01 -0.10 0.12 -0.39
O 4.35586 -0.59299 -0.33060 0.01 0.07 -0.05 0.31
O 2.13064 -0.34662 0.18178 0.24 0.02 0.11 -0.30
H 1.38755 1.25647 -2.32755 0.01 -0.03 0.00 0.10
H 1.49793 2.54065 -1.33293 -0.01 0.00 0.02 0.13
H 3.62904 2.13691 -0.76565 -0.02 0.00 0.01 0.16
H 3.60326 1.20235 -2.26389 0.00 0.03 0.01 0.16
F 0.23163 -0.81347 -1.66118 0.02 -0.15 -0.06 -0.43
Sb 1.38937 -2.41029 -2.96411 -0.16 -0.18 0.15 1.58
F -0.19296 -3.28662 -2.47842 0.17 0.07 -0.06 -0.31
F 2.41948 -3.60273 -3.88012 -0.07 0.06 -0.07 -0.24
F 0.43587 -1.50000 -4.27675 0.11 -0.04 0.09 -0.30
F 2.48943 -0.87102 -2.83563 0.01 -0.10 -0.10 -0.31
F 1.98781 -2.80167 -1.21990 -0.06 0.11 -0.10 -0.31
```
Forces are in eV/Å.

Output
LUMO level (spin up / spin down): -12.5 / -12.2 eV
2S+1: 2
energy relative to the best compared isomer or geometry (same formula, charge and spin): 11.7 kcal/mol
charge: +3
gap between HOMO and LUMO (spin up / spin down): 0.28888 / 0.30160 Ha

---

Here is a 3-piece molecular cluster, C15H28N2O5P2S4 overall in a non-equilibrium geometry from the OMol25 dataset. Energies are from ωB97M-V with the def2-TZVPD basis set.

```
56
Properties=species:S:1:pos:R:3:forces:R:3:lowdin_charge:R:1
C 0.81391 5.47320 2.33514 0.05 -1.07 -0.81 -0.20
C -0.00340 5.55150 0.91611 0.97 -0.34 1.12 -0.44
P -1.81398 5.06189 1.36028 -0.06 0.57 0.18 0.91
C -3.03374 5.97324 0.18018 0.48 0.36 0.16 -0.35
C -1.93712 3.18027 1.14659 -0.10 -3.00 -1.96 -0.27
C -2.10299 2.41237 -0.19421 -0.27 -1.32 4.01 -0.25
P -2.26061 3.30380 -1.84198 0.32 -0.35 -1.98 0.35
O -2.13815 2.05702 -3.04808 -2.17 1.35 2.83 -0.28
O -3.83744 3.97501 -2.10358 2.74 -0.78 0.29 -0.28
S -0.82254 4.54961 -2.24646 -0.85 -0.45 0.26 0.31
C -2.16086 0.84024 -0.18416 0.00 -0.72 3.70 0.01
C -2.08862 -0.01590 1.12775 -0.61 2.59 -1.31 -0.10
C -2.16053 -1.62883 1.13384 0.97 0.50 -0.12 -0.13
C -0.61671 -2.12122 0.90867 0.24 1.18 0.55 -0.24
O -0.24902 -2.12044 -0.50490 -0.20 0.52 1.39 -0.12
C -1.94638 0.75570 2.48470 0.14 1.85 1.45 -0.22
N -1.89289 0.27104 3.85099 0.00 2.93 -2.70 -0.27
S -1.75964 1.63445 4.90614 -0.22 -0.36 -4.40 0.92
N -1.74589 2.94870 3.80542 -0.43 -4.24 -2.67 -0.28
C -1.86125 2.33240 2.49721 -0.03 0.14 -0.10 -0.28
H 1.93639 5.30384 2.09421 -1.81 0.60 0.51 0.07
H 0.64624 6.38822 2.99682 0.22 -1.41 -0.90 0.07
H 0.46579 4.49650 2.85460 0.57 1.79 -0.51 0.05
H 0.05726 6.63412 0.53247 -0.30 -1.81 0.23 0.08
H 0.50479 4.78771 0.23360 -0.93 1.39 0.63 0.03
H -2.55180 6.29098 -0.80515 -0.86 -0.74 1.20 0.00
H -3.93312 5.27814 0.07666 1.10 1.29 -0.06 0.03
H -3.29159 6.95276 0.74602 0.21 -1.82 -0.82 0.04
H -3.01016 1.58471 -2.95541 1.04 0.24 -0.51 0.06
H -3.64559 4.83411 -2.56690 -0.17 -1.01 0.54 0.06
H -2.28653 0.21887 -1.14819 0.31 1.31 1.71 0.10
H -2.82368 -2.04850 0.29383 1.05 0.84 1.20 0.12
H -2.54969 -2.04488 2.14254 0.66 1.02 -1.60 0.12
H 0.04936 -1.33433 1.44258 -1.02 -1.41 -0.72 0.12
H -0.40135 -3.12392 1.41411 -0.50 1.16 -1.05 0.12
H 0.33195 -1.33645 -0.64370 -0.31 -0.82 0.24 0.06
C 4.79518 -1.08827 1.02115 -0.04 0.16 0.12 -0.27
S 3.69355 -1.31315 -0.39255 0.03 -0.29 0.12 0.83
O 2.41378 -0.60358 -0.08046 0.03 -0.10 0.08 -0.56
C 3.40992 -3.07659 -0.13457 -0.05 0.24 -0.02 -0.28
H 5.07271 -0.03473 1.07876 -0.06 -0.07 -0.07 0.05
H 4.28518 -1.37925 1.94144 -0.05 -0.01 -0.10 0.06
H 5.69379 -1.69151 0.88222 -0.07 0.01 -0.08 0.05
H 2.98510 -3.24560 0.85687 0.00 0.10 -0.04 0.06
H 4.35282 -3.61714 -0.23669 -0.03 0.08 -0.05 0.06
H 2.70994 -3.42838 -0.89155 0.10 0.11 0.12 0.01
C 1.51954 -5.97572 -3.82005 0.12 0.01 -0.05 -0.27
S 1.03994 -6.07840 -2.08185 0.04 0.06 0.06 0.83
O 2.11661 -5.41951 -1.28040 -0.22 -0.47 -0.36 -0.56
C 1.26728 -7.86336 -1.92851 0.12 -0.09 0.01 -0.27
H 1.48721 -4.92897 -4.12539 -0.05 -0.07 0.14 0.05
H 2.53288 -6.36014 -3.95092 -0.04 0.01 0.09 0.06
H 0.81786 -6.55083 -4.42647 -0.02 0.03 0.08 0.05
H 2.29624 -8.13171 -2.17593 -0.03 0.10 0.01 0.06
H 0.57351 -8.37868 -2.59548 0.00 0.09 0.03 0.05
H 1.05654 -8.15042 -0.89737 -0.01 0.14 -0.07 0.05
```
Forces are in eV/Å.

Output
LUMO level: -1.5 eV
gap between HOMO and LUMO: 0.23542 Ha